{"formula": "C38H37N7O9PdSSi", "method": "ωB97M-V with the def2-TZVPD basis set", "lumo_energy_ev": [-1.30, -3.36], "total_charge": 0, "homo_energy_ev": [-5.7, -8.0], "relative_energy_ev": 0.531, "spin_multiplicity": 5, "elements": ["Pd", "C", "C", "C", "C", "C", "C", "C", "S", "O", "O", "N", "C", "C", "C", "C", "C", "C", "C", "C", "N", "C", "H", "H", "H", "H", "H", "H", "H", "H", "H", "H", "H", "H", "H", "C", "N", "C", "C", "C", "C", "C", "N", "C", "C", "C", "C", "C", "C", "H", "H", "H", "H", "H", "H", "H", "H", "H", "H", "H", "O", "N", "O", "C", "C", "C", "C", "O", "C", "C", "N", "O", "O", "N", "O", "O", "H", "H", "C", "Si", "C", "C", "C", "H", "H", "H", "H", "H", "H", "H", "H", "H", "H", "H"], "positions_angstrom": [[-0.691, 0.272, -0.934], [3.273, 3.323, 4.760], [2.777, 3.279, 3.343], [2.726, 2.076, 2.644], [2.265, 2.034, 1.339], [1.836, 3.209, 0.738], [1.894, 4.427, 1.405], [2.366, 4.450, 2.705], [1.244, 3.119, -0.905], [1.960, 2.109, -1.606], [1.099, 4.437, -1.444], [-0.322, 2.447, -0.694], [-1.389, 3.227, -0.603], [-1.376, 4.623, -0.345], [-2.548, 5.363, -0.305], [-3.770, 4.768, -0.530], [-3.858, 3.371, -0.773], [-5.087, 2.726, -1.015], [-5.104, 1.379, -1.249], [-3.890, 0.679, -1.223], [-2.734, 1.264, -0.989], [-2.693, 2.591, -0.780], [3.649, 2.351, 5.075], [2.470, 3.613, 5.440], [4.074, 4.054, 4.870], [3.058, 1.161, 3.118], [2.262, 1.106, 0.780], [1.601, 5.336, 0.898], [2.430, 5.394, 3.232], [-0.434, 5.120, -0.179], [-2.493, 6.424, -0.106], [-4.680, 5.355, -0.523], [-6.000, 3.308, -1.020], [-6.022, 0.846, -1.448], [-3.871, -0.390, -1.400], [-0.782, 0.427, 2.297], [-1.318, -0.379, 1.194], [-2.370, -1.048, 1.474], [-3.176, -1.918, 0.651], [-4.491, -2.232, 0.972], [-5.044, -2.932, -0.110], [-4.045, -3.041, -1.056], [-2.923, -2.431, -0.605], [0.301, -0.291, 3.064], [0.348, -0.180, 4.449], [1.369, -0.788, 5.168], [2.342, -1.519, 4.504], [2.290, -1.645, 3.121], [1.272, -1.033, 2.403], [-1.582, 0.703, 2.993], [-0.386, 1.352, 1.869], [-2.795, -0.942, 2.478], [-4.984, -1.951, 1.889], [-6.042, -3.327, -0.196], [-4.045, -3.531, -2.016], [-0.415, 0.388, 4.969], [1.396, -0.696, 6.247], [3.137, -1.998, 5.062], [3.040, -2.211, 2.585], [1.247, -1.141, 1.325], [5.912, -0.650, -5.219], [4.756, -0.335, -5.437], [4.349, 0.081, -6.505], [3.791, -0.462, -4.344], [2.476, -0.064, -4.555], [1.546, -0.175, -3.536], [1.912, -0.721, -2.240], [1.079, -0.869, -1.274], [3.277, -1.109, -2.123], [4.211, -0.972, -3.150], [3.807, -1.684, -0.896], [3.042, -2.035, -0.009], [5.017, -1.818, -0.806], [0.265, 0.292, -3.848], [-0.779, 0.206, -3.017], [0.003, 0.687, -5.006], [2.165, 0.341, -5.504], [5.234, -1.275, -3.000], [0.757, -4.132, -2.277], [-0.598, -4.045, -1.008], [0.058, -4.012, 0.734], [-1.781, -5.482, -1.223], [-1.644, -2.468, -1.309], [1.081, -5.167, -2.409], [1.616, -3.543, -1.957], [0.435, -3.755, -3.250], [0.352, -5.015, 1.050], [-0.684, -3.643, 1.447], [0.936, -3.368, 0.789], [-1.247, -6.419, -1.048], [-2.192, -5.525, -2.234], [-2.613, -5.442, -0.516], [-1.825, -2.305, -2.373], [-1.081, -1.602, -0.954]], "forces_ev_per_a": [[0.02, 0.39, -0.46], [0.01, 0.00, 0.00], [0.00, -0.03, 0.01], [0.01, 0.02, 0.01], [0.06, -0.04, -0.02], [0.01, -0.06, -0.01], [-0.06, -0.01, 0.03], [-0.02, 0.04, -0.02], [-0.09, -0.13, 0.04], [-0.01, -0.05, -0.04], [0.22, 0.02, -0.08], [0.21, 0.06, -0.10], [-0.08, -0.04, 0.04], [-0.05, 0.20, 0.10], [-0.01, -0.04, -0.01], [-0.01, 0.02, -0.01], [-0.04, 0.00, 0.01], [0.02, -0.01, 0.00], [0.04, 0.00, 0.01], [-0.05, -0.05, -0.03], [0.15, 0.00, 0.06], [-0.06, 0.01, 0.02], [-0.01, 0.00, 0.00], [0.00, 0.00, 0.00], [0.00, 0.00, 0.00], [-0.01, -0.02, 0.02], [-0.04, -0.05, 0.00], [0.01, 0.01, 0.02], [0.00, 0.00, 0.00], [-0.14, -0.03, 0.00], [0.00, 0.00, 0.00], [-0.01, 0.00, 0.00], [0.00, 0.00, 0.00], [0.00, 0.00, 0.00], [0.00, 0.05, -0.01], [0.00, 0.00, 0.01], [-0.08, 0.11, 0.01], [0.06, -0.07, 0.02], [0.01, 0.07, -0.05], [-0.03, -0.01, 0.01], [0.02, 0.01, 0.00], [-0.02, -0.01, 0.00], [-0.02, -0.04, 0.05], [-0.01, 0.03, 0.03], [0.06, 0.02, -0.01], [-0.01, 0.01, -0.02], [0.02, -0.01, -0.01], [-0.01, 0.01, 0.00], [0.04, -0.04, -0.03], [-0.02, 0.01, -0.03], [0.02, -0.01, 0.03], [0.00, -0.04, 0.00], [0.00, 0.00, 0.01], [-0.01, 0.01, 0.00], [0.01, -0.01, 0.00], [-0.01, 0.00, 0.00], [0.00, 0.00, 0.00], [0.00, 0.00, 0.00], [0.02, -0.01, -0.01], [0.01, 0.04, -0.03], [0.00, -0.01, -0.01], [-0.03, 0.03, 0.00], [0.02, -0.01, 0.01], [-0.04, 0.03, -0.07], [0.10, 0.00, -0.01], [-0.02, -0.01, 0.11], [-0.11, 0.05, -0.16], [0.12, 0.16, 0.40], [-0.01, -0.04, -0.05], [0.00, -0.04, 0.04], [-0.02, -0.06, 0.00], [-0.09, -0.02, 0.05], [0.02, 0.06, 0.05], [0.06, 0.00, 0.07], [-0.19, 0.03, 0.07], [-0.01, 0.04, -0.11], [0.00, -0.01, 0.01], [-0.01, 0.01, 0.00], [0.03, 0.05, -0.03], [-0.13, -0.04, 0.02], [0.00, 0.00, 0.03], [-0.01, -0.02, 0.01], [-0.06, 0.12, 0.03], [0.02, 0.00, 0.00], [0.03, 0.04, 0.01], [-0.01, -0.02, -0.01], [0.02, 0.00, 0.01], [-0.01, -0.02, 0.01], [0.02, 0.02, 0.00], [0.00, -0.01, -0.01], [-0.01, 0.00, -0.01], [0.00, 0.00, 0.01], [0.00, 0.04, 0.01], [0.18, -0.69, -0.04]], "lowdin_charge": [1.045, -0.038, -0.246, -0.010, -0.042, -0.287, -0.047, -0.026, 0.674, -0.236, -0.275, -0.048, -0.221, 0.032, -0.036, 0.017, -0.141, 0.014, -0.009, -0.065, 0.069, -0.132, 0.078, 0.086, 0.085, 0.113, 0.114, 0.111, 0.120, 0.090, 0.118, 0.124, 0.125, 0.117, 0.108, -0.168, -0.015, -0.084, -0.245, -0.038, -0.066, -0.098, -0.104, -0.224, -0.050, -0.088, -0.086, -0.066, -0.065, 0.114, 0.097, 0.138, 0.109, 0.098, 0.132, 0.108, 0.101, 0.103, 0.103, 0.079, 0.063, -0.357, 0.071, -0.146, 0.075, -0.105, -0.289, -0.172, -0.070, 0.063, -0.331, 0.035, 0.059, -0.337, -0.217, -0.024, 0.122, 0.126, -0.148, 0.538, -0.147, -0.180, -0.172, 0.038, 0.018, 0.044, 0.040, 0.031, 0.011, 0.034, 0.034, 0.028, 0.105, -0.007]}